No. 1
82
Properties=species:S:1:pos:R:3 method="wB97M-V/def2-TZVPD" spin_multiplicity=1 e_homo_ev=-2.860 mol_weight_g_mol=979.426 energy_ha=-11338.6493 lumo_ev=1.7 charge=-1 orbital_gap_ev=4.566
Cs 0.320 -0.913 0.505
C 1.746 4.203 -0.456
N 1.771 3.038 -1.319
C 3.148 2.629 -1.538
C 3.270 1.196 -1.924
N 2.318 0.308 -1.944
C 2.963 -0.900 -2.227
C 2.455 -2.192 -2.304
C 3.346 -3.223 -2.540
C 4.714 -2.985 -2.699
C 5.235 -1.706 -2.630
C 4.334 -0.679 -2.392
N 4.496 0.683 -2.245
C 0.365 4.541 -0.021
N -0.563 3.686 0.299
C -1.630 4.460 0.728
C -2.871 4.067 1.214
C -3.766 5.049 1.596
C -3.439 6.409 1.499
C -2.206 6.820 1.024
C -1.314 5.824 0.646
N -0.027 5.846 0.154
H 2.173 5.060 -0.990
H 2.343 4.032 0.456
H 1.276 2.275 -0.866
H 3.749 2.754 -0.622
H 3.596 3.251 -2.322
H 1.403 -2.399 -2.153
H 2.981 -4.241 -2.564
H 5.383 -3.823 -2.853
H 6.298 -1.523 -2.727
H 5.365 1.139 -2.027
H -3.095 3.015 1.302
H -4.736 4.771 1.990
H -4.163 7.152 1.809
H -1.953 7.871 0.959
H 0.542 6.651 -0.027
N -1.374 -3.629 1.159
C -1.205 -4.523 0.010
C -1.939 -4.001 -1.217
N -1.213 -2.899 -1.824
C -1.900 -2.250 -2.927
C -1.043 -1.119 -3.479
N -0.818 -0.092 -2.466
H -2.282 -3.762 1.587
H -0.660 -3.805 1.860
H -0.137 -4.566 -0.219
H -1.526 -5.553 0.213
H -2.024 -4.805 -1.955
H -2.966 -3.712 -0.930
H -1.057 -2.195 -1.116
H -2.075 -2.990 -3.715
H -2.884 -1.854 -2.621
H -0.072 -1.532 -3.760
H -1.507 -0.732 -4.396
H 0.064 0.396 -2.593
H -1.572 0.581 -2.433
C -5.068 0.572 0.007
C -4.021 -0.236 0.745
O -3.197 -0.917 0.166
N -4.094 -0.150 2.104
C -3.094 -0.736 2.988
C -2.209 0.308 3.628
C -2.659 1.074 4.695
C -1.827 2.062 5.202
C -0.576 2.232 4.639
C -0.197 1.406 3.587
N -1.002 0.469 3.086
H -5.073 0.265 -1.035
H -4.820 1.632 0.065
H -6.059 0.427 0.439
H -4.741 0.516 2.493
H -2.479 -1.387 2.370
H -3.596 -1.336 3.751
H -3.640 0.895 5.122
H -2.152 2.681 6.029
H 0.117 2.978 5.003
H 0.788 1.490 3.132
Se 3.154 1.833 2.126
Se 4.402 0.117 1.130
Se 4.247 -1.840 2.410
Se 2.450 -3.114 1.603

No. 2
17
Properties=species:S:1:pos:R:3 method="wB97M-V/def2-TZVPD" spin_multiplicity=1 e_homo_ev=-3.599 mol_weight_g_mol=108.117 energy_ha=-400.7615 lumo_ev=4.2 charge=-1 orbital_gap_ev=7.768
C -0.384 1.229 0.356
C -0.860 0.798 -1.042
O -1.941 -0.039 -0.891
N 0.270 0.129 1.055
C -0.114 -1.256 0.812
O -1.479 -1.470 0.770
H -1.162 1.782 0.903
H 0.372 1.996 0.178
H -1.117 1.617 -1.743
H 0.055 0.440 -1.524
H -1.652 -0.807 -0.041
H 0.307 0.230 2.059
H 0.303 -1.610 -0.195
H 0.319 -1.941 1.593
H 2.022 0.006 -0.169
H 2.296 -0.826 -1.379
O 2.765 -0.279 -0.741

No. 3
259
Properties=species:S:1:pos:R:3 method="wB97M-V/def2-TZVPD" spin_multiplicity=1 e_homo_ev=-8.471 mol_weight_g_mol=1465.006 energy_ha=-4982.4635 lumo_ev=0.2 charge=0 orbital_gap_ev=8.711
C -7.789 2.246 1.253
O -9.058 2.958 1.365
C -9.673 2.823 2.625
C -11.097 3.228 2.451
N -11.908 2.623 1.439
C -11.844 1.208 1.545
C -12.960 0.521 0.740
O -12.786 0.772 -0.657
C -11.661 0.174 -1.301
H -7.790 2.257 0.163
H -7.802 1.218 1.615
H -6.964 2.756 1.751
H -9.233 3.408 3.432
H -9.641 1.770 2.905
H -11.197 4.313 2.410
H -11.558 3.087 3.428
H -11.303 2.689 0.634
H -11.888 0.791 2.551
H -10.860 0.819 1.284
H -13.950 0.900 0.994
H -12.970 -0.564 0.841
H -11.591 -0.899 -1.121
H -10.679 0.527 -0.984
H -11.698 0.146 -2.390
C -3.837 1.408 -5.967
O -3.351 0.568 -4.837
C -4.097 0.967 -3.654
C -3.589 0.563 -2.261
N -3.976 -0.722 -1.810
C -3.631 -1.816 -2.703
C -3.746 -3.100 -1.891
O -3.144 -3.005 -0.574
C -3.572 -4.041 0.283
H -3.567 2.463 -5.950
H -4.924 1.335 -6.024
H -3.423 0.861 -6.814
H -5.120 0.616 -3.788
H -4.122 2.056 -3.626
H -4.065 1.287 -1.599
H -2.520 0.760 -2.179
H -3.734 -1.051 -0.887
H -2.593 -1.693 -3.014
H -4.170 -1.908 -3.645
H -3.161 -3.877 -2.383
H -4.823 -3.263 -1.849
H -3.323 -3.860 1.329
H -3.062 -4.972 0.033
H -4.653 -4.111 0.397
C 3.028 3.608 -9.115
O 2.156 4.247 -8.168
C 2.836 4.648 -6.994
C 1.924 5.146 -5.874
N 1.169 4.039 -5.252
C 2.030 3.243 -4.275
C 1.293 1.930 -3.872
O 1.111 1.225 -5.039
C 0.156 0.254 -4.862
H 3.165 2.547 -8.907
H 3.984 4.113 -8.982
H 2.771 3.790 -10.159
H 3.490 5.480 -7.255
H 3.477 3.848 -6.622
H 1.172 5.870 -6.186
H 2.528 5.672 -5.134
H 0.972 3.337 -5.951
H 2.341 3.886 -3.452
H 2.937 2.930 -4.792
H 0.365 2.178 -3.358
H 1.906 1.333 -3.197
H -0.815 0.711 -4.669
H 0.460 -0.410 -4.053
H 0.097 -0.320 -5.786
C 5.406 -3.061 -1.984
O 6.773 -3.433 -1.986
C 7.446 -2.944 -0.824
C 9.072 -2.971 -1.061
N 9.495 -2.274 -2.290
C 9.136 -0.856 -2.120
C 9.490 -0.105 -3.373
O 8.432 0.273 -4.217
C 7.862 -0.727 -5.038
H 5.257 -2.069 -1.558
H 4.822 -3.650 -1.276
H 4.931 -2.997 -2.963
H 7.243 -3.558 0.054
H 7.198 -1.922 -0.537
H 9.343 -4.017 -1.203
H 9.668 -2.526 -0.265
H 8.967 -2.533 -3.111
H 9.716 -0.416 -1.309
H 8.109 -0.612 -1.848
H 10.154 -0.640 -4.053
H 10.062 0.753 -3.021
H 7.592 -1.593 -4.434
H 8.504 -0.903 -5.901
H 6.974 -0.315 -5.518
C 2.352 2.354 7.515
O 2.953 1.248 8.031
C 2.261 0.659 9.208
C 0.809 0.175 8.985
N 0.709 -1.162 8.296
C 1.193 -1.269 6.889
C 0.319 -0.714 5.811
O -1.062 -1.186 5.792
C -1.321 -2.439 5.129
H 1.405 2.098 7.040
H 2.989 2.849 6.783
H 2.164 3.055 8.328
H 2.237 1.398 10.009
H 2.909 -0.153 9.539
H 0.269 0.960 8.457
H 0.360 0.058 9.971
H -0.271 -1.380 8.184
H 1.201 -2.344 6.707
H 2.230 -0.959 6.756
H 0.767 -0.786 4.821
H 0.202 0.353 6.006
H -0.813 -2.517 4.168
H -2.390 -2.584 4.972
H -0.916 -3.290 5.678
C 0.908 -10.425 1.253
O 0.854 -9.219 0.509
C 0.719 -8.061 1.418
C 0.968 -6.771 0.658
N 2.422 -6.618 0.342
C 2.622 -5.398 -0.408
C 2.262 -5.436 -1.927
O 2.238 -4.214 -2.623
C 1.864 -4.425 -3.977
H 1.783 -10.562 1.890
H 1.020 -11.236 0.534
H 0.050 -10.533 1.917
H 1.339 -8.090 2.314
H -0.332 -8.097 1.706
H 0.639 -6.015 1.372
H 0.358 -6.776 -0.245
H 2.673 -7.329 -0.329
H 3.693 -5.206 -0.338
H 2.217 -4.544 0.135
H 1.202 -5.684 -1.981
H 2.931 -6.184 -2.352
H 2.098 -3.573 -4.615
H 0.784 -4.549 -3.905
H 2.342 -5.308 -4.402
C -4.804 -0.128 1.597
O -3.441 -0.376 1.150
C -2.524 -0.833 2.102
C -1.158 -0.198 1.751
N -0.739 -0.289 0.367
C 0.024 0.867 -0.129
C 1.569 0.801 0.198
O 2.324 0.112 -0.775
C 2.066 -1.254 -1.110
H -4.771 0.464 2.511
H -5.219 -1.126 1.737
H -5.321 0.416 0.806
H -2.484 -1.918 2.011
H -2.721 -0.658 3.160
H -0.379 -0.579 2.411
H -1.202 0.824 2.129
H -1.609 -0.234 -0.143
H -0.526 1.728 0.251
H -0.022 0.960 -1.214
H 1.801 0.483 1.214
H 1.929 1.830 0.187
H 1.723 -1.722 -0.187
H 2.938 -1.668 -1.615
H 1.197 -1.321 -1.765
C 0.148 2.809 4.200
O 0.214 3.559 2.972
C 1.536 3.922 2.570
C 1.379 4.837 1.374
N 2.658 5.426 0.970
C 3.607 4.475 0.312
C 4.843 5.249 -0.087
O 5.803 4.391 -0.689
C 7.114 4.990 -0.791
H 1.045 2.208 4.355
H -0.597 2.022 4.090
H -0.102 3.427 5.062
H 2.036 3.041 2.166
H 2.097 4.404 3.370
H 0.671 5.623 1.635
H 0.919 4.213 0.608
H 3.114 5.877 1.749
H 3.165 3.940 -0.528
H 3.870 3.737 1.069
H 5.179 5.888 0.730
H 4.611 6.016 -0.826
H 7.886 4.242 -0.972
H 7.410 5.495 0.128
H 7.130 5.618 -1.682
C 4.198 1.293 3.946
O 3.631 0.067 3.546
C 4.444 -0.833 2.767
C 3.615 -2.160 2.482
N 3.324 -3.041 3.653
C 2.387 -4.129 3.278
C 2.172 -5.079 4.493
O 1.951 -4.397 5.773
C 2.021 -5.313 6.864
H 3.416 1.705 4.584
H 4.397 1.918 3.075
H 5.122 1.103 4.492
H 5.306 -1.080 3.387
H 4.820 -0.405 1.838
H 4.234 -2.785 1.838
H 2.682 -1.856 2.008
H 3.207 -2.571 4.540
H 2.710 -4.629 2.365
H 1.390 -3.809 2.975
H 3.106 -5.634 4.583
H 1.404 -5.808 4.235
H 1.852 -4.667 7.725
H 3.057 -5.647 6.912
H 1.347 -6.170 6.867
C 5.429 2.357 -3.311
C 5.009 0.986 -2.637
O 5.244 0.869 -1.245
O 4.612 3.337 -2.701
H 5.337 2.428 -4.395
H 6.451 2.612 -3.030
H 5.624 0.226 -3.119
H 3.997 0.637 -2.844
H 4.357 0.914 -0.881
H 5.181 3.776 -2.065
C -0.954 4.561 -2.706
C -1.950 3.915 -3.677
O -1.739 4.369 -5.015
O -0.811 3.710 -1.586
H -1.400 5.447 -2.254
H 0.034 4.834 -3.077
H -2.991 3.991 -3.364
H -1.729 2.848 -3.706
H -0.795 4.349 -5.193
H -1.485 3.989 -0.961
C -8.432 -0.645 -2.880
C -7.535 0.409 -2.082
O -6.603 -0.444 -1.310
O -9.298 -0.047 -3.813
H -9.071 -1.096 -2.120
H -7.768 -1.293 -3.451
H -8.177 1.112 -1.551
H -7.000 1.013 -2.814
H -5.712 -0.487 -1.664
H -9.753 -0.764 -4.261
C -2.415 4.175 1.303
C -3.255 3.074 1.877
O -4.585 3.569 2.267
O -2.879 4.616 0.009
H -1.366 3.880 1.279
H -2.528 5.008 1.997
H -2.707 2.681 2.733
H -3.476 2.321 1.121
H -5.010 4.024 1.536
H -3.814 4.834 0.036
O -0.754 -3.390 0.642
H -0.405 -2.503 0.556
H -1.369 -3.478 -0.086

No. 4
18
Properties=species:S:1:pos:R:3 method="wB97M-V/def2-TZVPD" spin_multiplicity=1 e_homo_ev=-9.202 mol_weight_g_mol=92.142 energy_ha=-306.2276 lumo_ev=1.0 charge=0 orbital_gap_ev=10.159 smiles=CCNCN.O
C -0.839 -2.161 -0.701
C 0.206 -1.179 -0.159
N -0.110 0.248 -0.294
C -0.676 0.800 0.976
N -1.329 2.058 0.829
H -1.530 -2.574 0.033
H -0.320 -3.031 -1.112
H -1.432 -1.742 -1.514
H 0.516 -1.452 0.850
H 1.116 -1.336 -0.747
H -0.831 0.350 -1.000
H 0.180 0.886 1.645
H -1.375 0.072 1.399
H -0.702 2.752 0.417
H -2.115 2.106 0.197
H 3.665 1.230 0.253
H 2.324 1.326 -0.535
O 3.253 1.648 -0.535

Number 1: maximum force 1.02 eV/A. Number 2: maximum force 3.26 eV/A. Number 3: maximum force 3.60 eV/A. Number 4: maximum force 1.41 eV/A.